# 1
C27H40I2NPS2Si3Zn | the ωB97M-V functional and the def2-TZVPD basis

Geometry (Å):
1 Zn 0.3604 -0.1101 -0.0790
2 C 5.1158 -0.0425 -0.8534
3 Si 3.4545 -0.7924 -0.3702
4 C 3.3257 -0.7780 1.5102
5 C 3.5437 -2.6090 -0.8369
6 C 2.0404 0.1159 -1.1780
7 Si 1.5973 -0.4280 -2.9247
8 C 1.1563 -2.2494 -3.0690
9 C 2.9820 -0.1670 -4.1774
10 C 0.1088 0.5547 -3.5456
11 Si 2.2019 1.9535 -1.0373
12 C 2.8975 2.5710 0.5953
13 C 3.1217 2.8493 -2.4099
14 C 0.4146 2.6368 -0.9303
15 C 0.0079 3.9126 -1.3039
16 C -1.2829 4.3361 -1.0355
17 C -2.1413 3.4893 -0.3589
18 C -1.6825 2.2362 0.0004
19 N -0.4534 1.8148 -0.3025
20 H 5.9321 -0.5854 -0.3695
21 H 5.2120 1.0102 -0.5804
22 H 5.2662 -0.1148 -1.9330
23 H 2.4696 -1.3730 1.8387
24 H 3.2138 0.2215 1.9322
25 H 4.2198 -1.2296 1.9487
26 H 4.2967 -3.0839 -0.2011
27 H 3.8503 -2.7557 -1.8744
28 H 2.5978 -3.1301 -0.6822
29 H 2.0525 -2.8684 -3.0921
30 H 0.6259 -2.4082 -4.0126
31 H 0.5089 -2.6012 -2.2661
32 H 3.1336 0.8794 -4.4435
33 H 2.7181 -0.7031 -5.0940
34 H 3.9352 -0.5709 -3.8306
35 H -0.7851 0.3434 -2.9519
36 H -0.1070 0.2800 -4.5804
37 H 0.2851 1.6338 -3.5231
38 H 3.9297 2.2654 0.7702
39 H 2.2907 2.2350 1.4383
40 H 2.8692 3.6646 0.5886
41 H 3.6612 3.7128 -2.0147
42 H 2.4553 3.1974 -3.2019
43 H 3.8561 2.1843 -2.8646
44 H 0.7094 4.5671 -1.8060
45 H -1.6134 5.3221 -1.3381
46 H -3.1498 3.7843 -0.1045
47 H -2.3079 1.5443 0.5458
48 I 0.1419 4.9086 2.6929
49 C 0.3135 3.4796 4.2552
50 I 0.0269 1.4829 3.5933
51 H -0.4416 3.7198 4.9919
52 H 1.3093 3.5551 4.6717
53 S -1.8977 -1.5619 -1.1642
54 P -2.1110 -1.7341 0.7811
55 S -0.3660 -1.3318 1.7556
56 C -3.3819 -0.5863 1.4155
57 C -3.4639 -0.3350 2.7826
58 C -4.3984 0.5653 3.2710
59 C -5.2682 1.2050 2.3975
60 C -5.2053 0.9387 1.0367
61 C -4.2616 0.0476 0.5449
62 C -2.7079 -3.3424 1.3703
63 C -3.6584 -4.0037 0.5956
64 C -4.1961 -5.2048 1.0293
65 C -3.7835 -5.7519 2.2372
66 C -2.8314 -5.0979 3.0061
67 C -2.2923 -3.8946 2.5749
68 H -2.7763 -0.8222 3.4630
69 H -4.4448 0.7700 4.3327
70 H -5.9960 1.9089 2.7806
71 H -5.8862 1.4302 0.3534
72 H -4.1879 -0.1474 -0.5184
73 H -3.9603 -3.5791 -0.3550
74 H -4.9310 -5.7164 0.4217
75 H -4.1982 -6.6925 2.5756
76 H -2.5006 -5.5278 3.9425
77 H -1.5394 -3.3970 3.1733

- Kohn-Sham gap (eV) = 8.377
- lowest unoccupied orbital energy (eV) = -0.107
- energy above the lowest of the compared OMol25 structures with the same formula, charge and spin (kJ/mol) = 8.64
- net charge = 0
- E_tot (eV) = -149356.7999
- HOMO level (eV) = -8.484

# 2
C9H23N2OSi | the ωB97M-V functional and the def2-TZVPD basis

Geometry (Å):
1 C -1.2726 0.0437 0.3916
2 C 1.0065 0.0302 2.4721
3 C -1.8530 2.4729 0.4054
4 C -3.3195 1.0937 -0.6616
5 C -2.4591 -2.0322 -0.5479
6 C 0.9467 -0.1261 -1.9432
7 C 3.5338 0.9163 -0.5852
8 C 2.4178 -1.9990 0.2540
9 C 1.0747 0.5012 1.0862
10 N -2.1001 1.0197 0.0646
11 N -1.4508 -1.2184 0.1392
12 O 1.1346 1.8244 0.9290
13 Si 2.0579 -0.2639 -0.3919
14 H 2.0202 -0.0247 2.8071
15 H 0.4007 0.7219 3.0509
16 H 0.5359 -0.9077 2.6174
17 H -2.8875 2.9648 0.5154
18 H -1.2242 2.4179 1.2718
19 H -1.2350 2.7260 -0.4370
20 H -4.1072 1.4882 -0.0035
21 H -3.2663 1.5448 -1.6774
22 H -3.6374 0.0387 -0.9885
23 H -1.9329 -2.7936 -0.9536
24 H -2.9078 -1.5779 -1.4894
25 H -3.2620 -2.3518 0.0434
26 H 1.0232 0.7845 -2.4733
27 H 1.1360 -0.9161 -2.6394
28 H -0.0990 -0.2210 -1.6807
29 H 3.9952 0.8860 -1.5836
30 H 3.2182 2.0476 -0.2473
31 H 4.3012 0.7101 0.1805
32 H 2.7517 -2.4314 -0.7647
33 H 3.2117 -1.9271 0.9624
34 H 1.5451 -2.6500 0.5303
35 H -0.8886 -1.7781 0.7106
36 H 0.8410 2.4270 1.7599

- Kohn-Sham gap (eV) = 8.958
- lowest unoccupied orbital energy (eV) = -3.377
- energy above the lowest of the compared OMol25 structures with the same formula, charge and spin (kJ/mol) = 172.95
- net charge = +1
- E_tot (eV) = -22601.8278
- HOMO level (eV) = -12.335

# 3
C8H11ClNO | the ωB97M-V functional and the def2-TZVPD basis

Geometry (Å):
1 C 1.0318 -1.2894 1.3059
2 C -0.2015 -0.4439 1.6236
3 C 1.2887 -1.3224 -0.3068
4 C -1.2822 1.2682 -0.0735
5 C -0.7388 0.2527 -2.3013
6 C -0.0679 0.8684 0.8643
7 C 1.7547 0.0279 -0.7211
8 C -1.5337 0.3428 -1.2792
9 N 1.0868 0.9667 -0.1785
10 O 1.3346 2.2839 -0.4479
11 Cl -2.8403 -0.8593 -1.1189
12 H 1.8978 -0.7077 1.6080
13 H 0.9785 -2.3647 1.7695
14 H -1.1936 -0.9769 1.4624
15 H 0.0294 -0.1261 2.7151
16 H 2.0282 -2.0885 -0.4984
17 H 0.3838 -1.4492 -0.8099
18 H -2.1948 1.4159 0.5749
19 H -1.0081 2.1395 -0.4811
20 H 0.1254 0.9116 -2.2396
21 H -0.9703 -0.5113 -3.0613
22 H 0.0913 1.6619 1.5939

- Kohn-Sham gap (eV) = 6.154
- lowest unoccupied orbital energy (eV) = 3.220
- energy above the lowest of the compared OMol25 structures with the same formula, charge and spin (kJ/mol) = 361.07
- net charge = -1
- E_tot (eV) = -24530.3088
- HOMO level (eV) = -2.934

# 4
C18H38Br12N2O2 | the ωB97M-V functional and the def2-TZVPD basis

Geometry (Å):
1 C -1.5993 -0.0555 0.6297
2 N -0.3936 -0.6724 0.1072
3 C 0.4612 -1.4021 1.0063
4 C -0.0721 -0.5095 -1.2055
5 O 0.9589 -0.8986 -1.7279
6 H -2.0238 0.6265 -0.0996
7 H -1.3106 0.4418 1.5701
8 H -2.3430 -0.7438 1.0578
9 H 0.2862 -2.4772 0.9916
10 H 1.5065 -1.2310 0.7314
11 H 0.4434 -0.9983 2.0207
12 H -0.9317 -0.1578 -1.7984
13 C 6.0687 -0.4855 -0.0085
14 N 5.2164 0.4605 -0.6899
15 C 3.7924 0.4093 -0.4255
16 C 5.7070 1.1871 -1.7323
17 O 5.0589 1.9071 -2.4629
18 H 7.0626 -0.6305 -0.4343
19 H 5.5882 -1.4680 -0.0744
20 H 6.2821 -0.2705 1.0425
21 H 3.3513 1.3984 -0.5157
22 H 3.3444 -0.4063 -0.9904
23 H 3.6136 0.1820 0.6322
24 H 6.8081 1.0805 -1.7830
25 Br -2.1675 -3.1878 -4.3359
26 C -0.2099 -2.8602 -4.1207
27 C 0.4991 -4.1155 -4.5468
28 Br 0.4648 -4.3434 -6.4897
29 H -0.0006 -2.5964 -3.0876
30 H 0.1821 -2.0296 -4.7074
31 H 0.1319 -5.0411 -4.1155
32 H 1.5527 -4.0486 -4.2666
33 Br -0.4040 3.3161 -4.3296
34 C 0.3416 1.5009 -4.5260
35 C 1.8394 1.6187 -4.8076
36 Br 2.5305 0.0347 -5.7419
37 H -0.2262 1.0383 -5.3280
38 H 0.1127 0.9663 -3.6081
39 H 2.3839 1.7398 -3.8795
40 H 1.9508 2.4124 -5.5353
41 Br -0.3350 0.4029 4.4117
42 C -1.1045 1.4430 5.8715
43 C -1.5098 0.5856 7.0479
44 Br -3.1920 -0.3334 6.6364
45 H -1.8348 2.1474 5.4867
46 H -0.2785 2.0949 6.1691
47 H -1.7048 1.2695 7.8713
48 H -0.7529 -0.1421 7.3134
49 Br -0.3942 4.2352 3.7460
50 C -0.9903 3.8343 1.9316
51 C 0.2212 3.9514 1.0584
52 Br -0.2375 3.5423 -0.7985
53 H -1.8427 4.4723 1.7191
54 H -1.3648 2.8117 1.9088
55 H 0.9869 3.2475 1.3735
56 H 0.6876 4.9268 0.9703
57 Br 0.4978 -4.5741 3.7738
58 C -1.4882 -4.4920 3.8304
59 C -1.9595 -3.0768 4.0882
60 Br -3.8741 -3.0978 4.2520
61 H -1.6830 -5.0416 4.7487
62 H -1.8976 -4.9883 2.9609
63 H -1.6797 -2.4194 3.2695
64 H -1.5315 -2.7167 5.0173
65 Br -2.8835 1.2133 -3.2461
66 C -4.6124 0.8218 -2.3497
67 C -5.3407 2.0904 -1.9776
68 Br -4.4211 2.8985 -0.4744
69 H -4.4281 0.2631 -1.4371
70 H -5.1465 0.2256 -3.0854
71 H -6.3774 1.9247 -1.6909
72 H -5.3860 2.7891 -2.8120

- Kohn-Sham gap (eV) = 9.446
- SMILES = CN(C)C=O.CN(C)C=O.BrCCBr.BrCCBr.BrCCBr.BrCCBr.BrCCBr.BrCCBr
- lowest unoccupied orbital energy (eV) = 0.157
- energy above the lowest of the compared OMol25 structures with the same formula, charge and spin (kJ/mol) = 52.24
- net charge = 0
- E_tot (eV) = -866867.9618
- HOMO level (eV) = -9.289

# 5
C8H6N8O4 | the ωB97M-V functional and the def2-TZVPD basis

Geometry (Å):
1 O 3.0768 -0.1176 3.1314
2 N 2.0007 0.5019 3.1004
3 O 1.2859 0.6750 4.1201
4 C 1.4943 1.0913 1.8682
5 C 0.2183 1.6695 1.8360
6 C -0.2172 2.3277 0.7020
7 N -1.4565 3.0178 0.5897
8 O -2.3528 2.9094 1.4572
9 O -1.5720 3.7606 -0.4280
10 C 0.5373 2.5004 -0.5525
11 N 1.8039 1.7599 -0.4149
12 N 2.6840 1.5548 -1.4427
13 N 3.6370 0.7885 -0.9687
14 N 3.4292 0.4590 0.3166
15 C 2.2724 1.0800 0.6698
16 H -0.4311 1.6377 2.7081
17 H 0.7502 3.5463 -0.7983
18 N -0.1949 2.0063 -1.6741
19 C -0.5181 2.7058 -2.7588
20 N -1.1498 1.8899 -3.6071
21 C -1.2119 0.6091 -3.0547
22 C -0.6367 0.6817 -1.8342
23 H -0.4049 3.7753 -2.8074
24 H -1.4779 2.2027 -4.5133
25 H -1.6627 -0.2199 -3.5673
26 H -0.5539 -0.0300 -1.0328

- Kohn-Sham gap (eV) = 7.304
- lowest unoccupied orbital energy (eV) = -0.902
- energy above the lowest of the compared OMol25 structures with the same formula, charge and spin (kJ/mol) = 0.00
- net charge = 0
- E_tot (eV) = -28495.8849
- HOMO level (eV) = -8.207

# 6
C5H5N3 | the ωB97M-V functional and the def2-TZVPD basis

Geometry (Å):
1 H -1.8144 -1.4387 2.1002
2 N -1.9933 -0.9617 1.2300
3 C -0.9008 -0.5622 0.6658
4 C 0.4162 -0.7565 1.1672
5 C 1.5619 -0.8681 1.4432
6 N -1.0442 0.2116 -0.5245
7 C -0.1877 1.3039 -0.6569
8 C 0.9103 0.8323 -1.3926
9 N 1.7314 0.5071 -2.1285
10 H 2.5275 -0.8879 1.9525
11 H -2.0638 0.4197 -0.5843
12 H -0.5901 2.1962 -1.1363
13 H 0.2838 1.7149 0.2685

- Kohn-Sham gap (eV) = 10.263
- SMILES = [H]/N=C(\C#C)NCC#N
- lowest unoccupied orbital energy (eV) = 0.419
- energy above the lowest of the compared OMol25 structures with the same formula, charge and spin (kJ/mol) = 232.25
- net charge = 0
- E_tot (eV) = -9733.0817
- HOMO level (eV) = -9.844